(1)
# C5H6N2O4

C5H6N2O4 in the gas phase in a non-equilibrium geometry (ωB97M-V/def2-TZVPD, OMol25).

The geometry in XYZ format:
```
17
Properties=species:S:1:pos:R:3:forces:R:3:mulliken_charge:R:1
C 1.585 -0.502 -0.479 4.4 -2.8 -3.9 0.604
C 0.630 -0.252 0.579 0.6 -2.8 1.8 -0.206
C 0.076 1.040 0.591 -2.3 4.7 -0.3 -0.410
C -1.151 1.232 -0.330 0.1 0.2 -0.8 0.326
C -1.441 -1.257 -0.264 -2.9 0.0 1.6 0.330
H 2.400 1.132 0.245 1.3 -2.1 -3.1 0.425
H 1.232 -0.329 1.524 -0.4 -0.4 -0.6 0.276
H 0.883 1.670 0.215 -0.8 0.9 -0.1 0.259
H -0.230 1.485 1.558 0.3 -0.6 -0.2 0.351
H -2.301 0.112 -1.572 -1.0 0.1 -0.5 0.214
H 0.049 -2.210 0.853 -1.4 1.5 -0.9 0.304
N -1.686 0.048 -0.802 1.4 -0.7 0.6 -0.059
N -0.330 -1.278 0.514 0.2 -3.2 1.7 -0.126
O 2.611 0.483 -0.588 -2.5 0.3 3.0 -0.521
O 1.639 -1.575 -1.132 -0.1 4.5 2.1 -0.557
O -1.617 2.302 -0.673 0.7 -0.7 0.5 -0.605
O -2.350 -2.102 -0.239 2.5 1.2 -1.0 -0.603
```
Forces are in eV/Å.

Values from the calculation:
LUMO level	-0.2248	eV
2S+1	1
HOMO-LUMO gap	10.34	eV
charge	0
E	-604.61038	Ha

(2)
# C3H6N2O

C3H6N2O in the gas phase in a non-equilibrium geometry (ωB97M-V/def2-TZVPD, OMol25).

The geometry in XYZ format:
```
12
Properties=species:S:1:pos:R:3:forces:R:3:mulliken_charge:R:1
C -1.022 -0.348 0.233 -0.5 0.9 1.2 0.121
C 0.953 -0.984 -1.084 0.1 -0.2 -0.4 0.149
C 2.105 -0.652 -1.706 -0.5 0.2 0.7 -0.773
H -1.204 1.842 2.274 -0.1 -0.1 -0.1 0.348
H -1.574 -1.182 -0.131 -0.3 -0.6 -0.1 0.327
H 0.525 0.853 -0.029 0.2 -1.0 -0.4 0.266
H 0.548 -2.042 -1.172 0.3 1.6 0.2 0.198
H 2.558 0.350 -1.552 -0.4 -0.8 -0.3 0.232
H 2.653 -1.381 -2.309 -0.3 0.3 0.3 0.252
N -1.589 0.364 1.148 0.1 -0.3 -0.3 -0.490
N 0.186 -0.084 -0.297 1.3 0.2 -0.5 -0.191
O -0.737 1.438 1.538 0.1 -0.3 -0.4 -0.439
```
Forces are in eV/Å.

Values from the calculation:
LUMO level	1.0611	eV
2S+1	1
HOMO-LUMO gap	9.32	eV
charge	0
E	-302.58185	Ha

(3)
# C27H47CrFGeI2N3O3Si3

C27H47CrFGeI2N3O3Si3 as an isolated structure in a non-equilibrium geometry (ωB97M-V/def2-TZVPD, OMol25).

The geometry in XYZ format:
```
88
Properties=species:S:1:pos:R:3:forces:R:3:mulliken_charge:R:1
Cr 0.389 3.291 0.177 1.3 0.8 -0.5 -0.261
I -0.277 5.661 0.961 0.1 1.7 0.2 0.203
C 1.196 7.342 0.467 0.3 -0.7 -0.3 -0.947
I 2.914 6.648 -0.562 -0.4 0.5 0.3 0.176
H 1.468 7.772 1.422 -0.1 -0.2 0.1 0.429
H 0.629 8.028 -0.149 -0.2 -0.2 0.0 0.420
F -1.149 -3.056 -0.255 0.2 -0.1 -0.2 -0.397
C 0.055 -2.586 -0.672 -0.3 0.8 0.3 1.149
C 0.214 -1.228 -0.590 0.1 -0.5 -0.1 -1.339
C 1.395 -0.599 -0.989 0.0 -0.2 -0.1 2.039
C 1.510 0.830 -0.815 0.4 0.5 -0.1 0.755
O 0.555 1.488 -0.276 0.6 -2.4 -0.8 0.432
C 2.735 1.395 -1.257 -0.5 0.2 0.3 -1.264
C 3.686 0.591 -1.810 -0.2 -0.4 0.1 -0.021
N 3.596 -0.756 -1.961 -0.3 0.8 0.3 0.016
C 4.722 -1.332 -2.655 0.7 -0.5 -0.4 -0.173
C 5.445 -2.594 -2.283 0.0 0.1 0.2 -0.608
C 4.685 -2.513 -3.576 -0.1 0.1 -0.2 -0.592
C 2.450 -1.394 -1.507 -0.6 0.3 0.3 -0.759
C 2.271 -2.784 -1.504 -0.1 -0.4 -0.1 0.022
C 1.087 -3.427 -1.116 0.5 0.3 -0.1 -1.304
N 0.986 -4.825 -1.109 0.0 -0.1 0.2 0.136
C -0.297 -5.457 -0.800 -0.3 0.1 0.1 -0.760
C -0.152 -6.981 -0.805 -0.7 0.3 -0.2 -0.867
N 1.191 -7.301 -0.266 0.1 -0.2 0.4 -0.078
C 2.228 -6.912 -1.265 0.6 0.4 -0.6 -0.926
C 1.757 -5.651 -2.014 0.1 -0.1 -0.1 -0.235
C 3.051 2.876 -1.145 0.2 -0.2 -0.1 0.022
O 4.113 3.299 -1.551 0.1 -0.1 -0.1 -0.709
O 2.133 3.585 -0.600 -0.5 0.3 0.3 -0.675
H -0.599 -0.627 -0.212 -0.1 0.1 0.1 0.639
H 4.588 1.080 -2.153 0.1 -0.1 0.0 0.630
H 5.368 -0.531 -2.986 -0.1 -0.1 0.0 0.488
H 5.074 -3.201 -1.476 -0.2 -0.1 0.1 0.172
H 6.522 -2.561 -2.319 0.1 0.0 0.0 0.351
H 3.768 -3.061 -3.698 -0.1 -0.1 0.1 0.215
H 5.248 -2.429 -4.492 0.0 0.1 0.0 0.325
H 3.099 -3.401 -1.788 0.1 -0.1 -0.1 0.325
H -1.081 -5.177 -1.514 0.0 -0.1 0.1 0.437
H -0.617 -5.134 0.193 0.0 -0.1 -0.1 0.522
H -0.226 -7.402 -1.808 0.1 -0.1 0.1 0.349
H -0.934 -7.429 -0.191 0.2 0.0 0.0 0.417
H 1.278 -8.294 -0.020 0.0 0.2 0.0 0.361
H 1.322 -6.749 0.591 0.1 -0.2 -0.2 0.389
H 2.374 -7.732 -1.970 -0.1 0.0 0.2 0.392
H 3.172 -6.733 -0.746 -0.2 -0.1 0.1 0.435
H 1.153 -5.929 -2.887 0.1 0.0 0.0 0.313
H 2.633 -5.131 -2.389 0.0 -0.1 0.0 0.138
C -3.302 3.621 -1.881 0.1 -0.7 0.5 -1.054
Si -2.640 1.969 -1.175 0.0 0.2 -0.4 0.493
C -3.973 0.639 -0.831 0.5 0.7 0.0 -1.006
C -1.425 1.315 -2.511 -0.2 0.3 0.7 -0.800
Ge -1.771 2.552 1.173 -1.6 -0.8 0.7 -0.143
Si -3.725 3.510 2.416 -0.1 0.3 0.1 0.955
C -3.090 4.372 3.998 -0.1 -0.3 -0.6 -1.170
C -4.588 4.826 1.335 0.4 -0.5 0.3 -1.163
C -4.957 2.123 2.873 0.6 0.4 -0.3 -1.076
Si -0.458 1.196 2.904 0.3 -0.1 0.3 0.525
C -1.673 -0.190 3.426 0.4 0.7 -0.2 -1.025
C -0.014 2.423 4.307 -0.4 -0.5 -0.6 -1.058
C 1.211 0.371 2.428 -0.7 0.4 -0.2 -0.870
H -3.645 3.487 -2.904 0.0 -0.2 -0.2 0.421
H -2.521 4.381 -1.895 0.1 0.0 0.0 0.281
H -4.137 4.014 -1.312 -0.1 0.1 0.2 0.248
H -4.470 0.348 -1.750 -0.1 0.0 -0.3 0.425
H -4.728 1.022 -0.155 -0.2 0.1 0.1 0.204
H -3.549 -0.256 -0.385 0.2 -0.1 0.1 0.274
H -1.887 1.386 -3.492 -0.3 0.1 -0.1 0.623
H -1.145 0.277 -2.359 0.0 -0.1 0.1 0.051
H -0.512 1.908 -2.545 0.0 0.1 0.0 0.183
H -2.132 4.862 3.834 0.1 0.0 0.0 0.328
H -2.988 3.675 4.824 0.1 -0.1 0.1 0.317
H -3.793 5.137 4.315 -0.2 0.1 0.0 0.442
H -3.868 5.446 0.805 0.1 0.0 -0.1 0.330
H -5.184 5.485 1.959 -0.1 0.0 0.2 0.461
H -5.262 4.380 0.610 -0.1 -0.1 -0.1 0.312
H -4.520 1.388 3.540 0.1 -0.1 0.1 0.295
H -5.329 1.594 2.002 -0.1 -0.1 -0.2 0.270
H -5.814 2.553 3.382 -0.2 0.2 0.1 0.402
H -2.584 0.236 3.830 -0.2 0.1 0.1 0.218
H -1.235 -0.817 4.194 0.2 -0.1 0.2 0.418
H -1.947 -0.826 2.590 0.0 -0.1 -0.2 0.273
H -0.896 2.798 4.814 -0.2 0.1 0.1 0.247
H 0.539 3.278 3.923 0.1 0.1 -0.1 0.279
H 0.608 1.941 5.057 0.1 -0.2 0.0 0.417
H 1.086 -0.453 1.732 -0.1 -0.1 -0.1 0.072
H 1.691 -0.027 3.318 -0.1 0.0 0.3 0.606
H 1.899 1.086 1.979 0.1 0.1 0.0 0.210
```
Forces are in eV/Å.

Values from the calculation:
LUMO level (spin up / spin down)	-5.1304 / -6.2653	eV
2S+1	6
HOMO-LUMO gap (spin up / spin down)	6.88 / 6.42	eV
charge	+2
E	-6131.67477	Ha

(4)
# C2H9N3O

A 2-piece molecular cluster, C2H9N3O overall in a non-equilibrium geometry (ωB97M-V/def2-TZVPD, OMol25).

The geometry in XYZ format:
```
15
Properties=species:S:1:pos:R:3:forces:R:3:mulliken_charge:R:1
C -1.919 0.148 -0.469 0.0 -0.3 0.8 -1.223
C 0.980 0.630 1.096 -0.3 -0.7 -4.1 -0.078
N 1.111 -0.354 -1.024 -0.2 2.7 0.4 -0.775
N 0.962 -1.784 0.674 -0.3 0.3 0.5 -1.082
N 0.933 -0.474 0.366 1.4 -1.1 1.2 0.889
O 0.964 1.847 0.501 -0.5 0.4 2.2 -0.451
H -1.495 0.831 0.248 0.1 -0.2 0.8 0.296
H -1.896 -0.912 -0.169 1.2 0.3 -0.3 0.304
H -2.973 0.274 -0.413 -1.0 0.9 -0.8 0.357
H 1.111 0.757 2.086 0.0 -0.8 3.3 0.473
H 1.453 -1.192 -1.455 -0.2 -0.6 0.5 0.323
H 0.225 -0.024 -1.361 -0.1 -0.5 -0.7 0.130
H -1.415 0.468 -1.377 -0.8 -0.6 -0.5 0.299
H 0.833 -1.898 1.682 0.1 0.3 -0.1 0.155
H 1.126 1.684 -0.387 0.7 -0.1 -3.1 0.385
```
Forces are in eV/Å.

Values from the calculation:
LUMO level (spin up / spin down)	0.7953 / 0.7953	eV
2S+1	1
HOMO-LUMO gap (spin up / spin down)	8.04 / 8.04	eV
charge	0
E	-320.94989	Ha

(5)
# C13H20N2O2S

C13H20N2O2S in the gas phase in a non-equilibrium geometry (ωB97M-V/def2-TZVPD, OMol25).

The geometry in XYZ format:
```
38
Properties=species:S:1:pos:R:3:forces:R:3:mulliken_charge:R:1
C -1.351 -2.363 1.883 0.0 0.0 -0.1 -1.065
C -2.100 -2.070 0.596 -0.3 0.4 0.2 -0.010
H -2.742 -2.909 0.331 0.1 0.0 -0.1 0.510
H -1.416 -1.870 -0.227 0.0 -0.1 -0.1 -0.159
S -3.209 -0.618 0.737 0.1 0.1 -0.3 -0.157
C -2.300 0.629 -0.272 -0.2 -0.4 0.4 0.168
C -3.280 1.724 -0.657 0.1 -0.2 0.0 -1.705
H -2.814 2.431 -1.340 0.0 0.1 -0.1 0.372
H -3.616 2.258 0.229 0.0 0.1 0.1 0.360
H -4.150 1.292 -1.145 -0.1 0.0 -0.1 0.471
C -1.105 1.146 0.521 0.0 0.1 -0.3 -0.418
C -0.150 2.056 -0.265 0.0 -0.1 0.1 0.111
H -0.672 2.977 -0.535 0.1 0.0 0.0 0.506
C 1.055 2.415 0.621 0.1 0.2 0.1 -1.076
C 1.980 1.255 0.671 0.0 -0.7 -0.6 0.170
C 1.990 0.159 -0.164 0.2 0.5 0.8 1.079
C 3.086 -0.619 0.328 -0.2 0.5 0.2 0.004
N 3.633 -0.012 1.347 0.8 -1.0 0.0 -0.825
O 2.949 1.145 1.577 -0.7 0.7 -0.2 -0.217
C 3.648 -1.893 -0.174 0.1 -0.1 0.1 -1.065
H 2.893 -2.675 -0.144 0.1 0.0 0.0 0.207
H 4.499 -2.172 0.440 0.1 0.0 0.0 0.363
H 3.964 -1.776 -1.209 0.0 -0.1 0.0 0.313
C 1.008 0.061 -1.230 0.2 -0.2 0.1 0.591
N 0.568 -0.941 -1.873 -0.7 -0.3 -0.8 -0.544
O 1.088 -2.203 -1.574 0.3 0.4 0.4 -0.320
H 0.655 -2.789 -2.210 0.0 0.4 0.1 0.336
C 0.364 1.385 -1.549 -0.2 0.1 -0.1 -1.188
H 1.113 2.035 -2.011 0.0 0.0 -0.1 0.481
H -0.440 1.232 -2.266 0.0 0.0 0.0 0.412
H 1.590 3.274 0.201 0.0 0.0 0.1 0.403
H 0.740 2.688 1.630 0.0 0.0 0.0 0.412
H -0.535 0.291 0.890 0.0 0.0 0.1 -0.309
H -1.481 1.691 1.391 0.0 0.0 0.1 0.575
H -1.970 0.089 -1.162 0.0 0.1 0.0 0.298
H -0.709 -1.532 2.165 0.0 0.0 0.1 0.271
H -2.052 -2.542 2.694 0.0 0.0 0.1 0.336
H -0.730 -3.248 1.754 0.1 -0.1 0.1 0.309
```
Forces are in eV/Å.

Values from the calculation:
LUMO level	0.6679	eV
2S+1	1
HOMO-LUMO gap	9.10	eV
charge	0
E	-1165.46718	Ha